The following is a DFT calculation (ωB97M-V with the def2-TZVPD basis set) of a cluster of 10 separate species, C44H90F18N4O16S in total at a distorted geometry.

Last column: Mulliken charge in e.
Cartesian coordinates (Å):
C  -3.71836  -22.53192  4.43028  -1.08
N  -5.18633  -22.64383  4.65902  0.89
C  -5.78170  -21.26127  4.35030  -0.81
C  -5.68284  -23.65891  3.71240  -0.72
C  -5.63653  -22.91394  6.03435  -0.06
C  -4.96394  -24.12999  6.66241  -1.50
O  -5.70161  -25.27988  6.41847  -0.43
H  -3.18743  -23.49312  4.51313  0.36
H  -3.18773  -21.86070  5.11938  0.34
H  -3.54418  -22.17498  3.43839  0.46
H  -6.85088  -21.39737  4.46098  -0.04
H  -5.65322  -21.11186  3.30179  0.56
H  -5.61366  -20.43202  5.02564  0.28
H  -5.46749  -24.68284  4.07354  0.34
H  -5.20326  -23.39872  2.76540  0.61
H  -6.78205  -23.59364  3.64589  -0.17
H  -6.71475  -23.03326  5.92766  -0.04
H  -5.41527  -22.03242  6.56918  0.69
H  -4.81652  -23.80018  7.67230  -0.04
H  -3.96894  -24.32573  6.33272  0.73
H  -6.58914  -24.97288  6.59026  0.35
C  -8.72433  -23.70864  9.95973  -0.94
N  -7.59235  -22.79647  10.19418  0.81
C  -7.70469  -21.75276  9.15158  -1.32
C  -7.60669  -22.45421  11.63835  -1.30
C  -6.28429  -23.53592  9.80070  0.35
C  -5.95240  -24.83555  10.50010  -0.05
O  -4.99871  -24.62491  11.40395  -0.74
H  -8.68619  -24.17381  8.97070  0.12
H  -9.65726  -23.16276  10.00708  0.76
H  -8.79437  -24.48473  10.72884  -0.20
H  -8.69273  -21.33486  9.00794  0.54
H  -7.36575  -22.09208  8.16670  0.11
H  -7.05278  -20.96760  9.47305  0.40
H  -8.62795  -22.22387  11.88590  0.44
H  -6.95900  -21.62421  11.88930  0.25
H  -7.31520  -23.31553  12.24852  0.66
H  -5.46865  -22.94695  10.09116  0.92
H  -6.47824  -23.59468  8.73928  -0.80
H  -5.69890  -25.60473  9.75484  0.17
H  -6.88894  -25.20893  10.95259  -0.15
H  -5.49823  -24.69649  12.27696  0.46
C  -6.24796  -29.08200  5.11433  -0.79
N  -7.56163  -28.83138  5.78241  0.40
C  -8.42308  -27.79472  5.02219  0.53
C  -8.37102  -30.11778  5.98461  -0.79
C  -7.29841  -28.14824  7.14705  1.39
C  -6.13715  -28.77812  7.97112  -0.93
O  -6.19174  -30.20031  8.17695  -0.62
H  -5.73293  -29.88264  5.73902  0.30
H  -5.69956  -28.14147  5.05504  0.14
H  -6.50074  -29.35479  4.07748  0.44
H  -8.36005  -28.22131  4.00407  -0.54
H  -7.82794  -26.90132  5.02780  -0.09
H  -9.48771  -27.78599  5.46470  0.23
H  -9.22620  -29.88220  6.64352  0.30
H  -7.85040  -30.83134  6.59087  0.39
H  -8.73244  -30.48293  4.99950  0.27
H  -8.25948  -28.20972  7.66135  0.26
H  -6.99260  -27.14267  6.78519  -0.84
H  -6.19472  -28.16919  8.93293  0.40
H  -5.15341  -28.56269  7.52147  0.36
H  -6.92684  -30.43296  8.83511  0.44
C  -12.52371  -23.95383  2.03979  -0.87
C  -11.96971  -22.64593  1.38729  -0.77
C  -12.00215  -21.54077  2.41301  0.46
N  -11.79412  -20.15076  1.83459  0.61
C  -10.29835  -20.01259  1.56365  -0.97
C  -12.25577  -19.17902  2.85388  -0.17
C  -13.75736  -18.94951  2.64986  -0.50
C  -13.96958  -19.67490  1.23906  -0.64
C  -12.61403  -19.89752  0.62784  -0.69
H  -13.28485  -23.66767  2.77650  0.20
H  -11.76578  -24.60801  2.43334  -0.25
H  -13.00189  -24.57320  1.29695  0.56
H  -12.53761  -22.43574  0.48148  0.45
H  -11.00780  -22.87315  0.98339  0.46
H  -11.22796  -21.66476  3.16313  0.06
H  -13.01309  -21.53691  2.87237  -0.59
H  -9.88313  -20.76811  0.85802  0.27
H  -9.82491  -20.01358  2.58344  0.37
H  -10.18642  -19.01803  1.02725  0.34
H  -11.58087  -18.35048  2.80986  0.56
H  -12.03072  -19.64499  3.91490  -0.01
H  -13.94248  -17.89540  2.52598  0.52
H  -14.32754  -19.43574  3.38905  -0.04
H  -14.55036  -18.96896  0.69185  0.65
H  -14.51988  -20.61074  1.42721  0.05
H  -12.33544  -18.93635  0.15635  0.43
H  -12.57187  -20.66844  -0.13512  0.45
C  -7.87351  -19.12289  6.84355  -0.48
O  -8.84798  -18.97935  7.97293  0.06
O  -7.03956  -20.08553  6.89313  -0.57
C  -8.77982  -19.43796  5.57001  0.73
F  -7.93870  -19.47114  4.47572  -0.30
F  -9.49395  -20.62573  5.64039  -0.06
F  -9.59667  -18.42636  5.22317  -0.33
C  -8.95585  -17.78535  8.59295  -0.49
C  -8.98412  -18.05751  10.09588  -1.14
H  -9.52015  -18.97546  10.26441  0.18
H  -7.93453  -18.19383  10.40832  0.28
H  -9.45531  -17.22869  10.65817  0.39
H  -9.79402  -17.16620  8.21774  0.27
H  -8.05882  -17.12802  8.55105  0.32
H  -7.57798  -18.06036  6.64517  0.14
C  -7.17254  -25.50305  14.01566  0.01
O  -8.32807  -25.17814  13.14821  0.07
O  -6.18964  -24.68322  13.68572  -0.97
C  -7.66878  -25.22513  15.46877  0.61
F  -8.19255  -23.92710  15.70499  -0.32
F  -8.71168  -26.00075  15.81577  -0.28
F  -6.66131  -25.32766  16.32850  -0.28
C  -9.14605  -26.39844  12.90645  -0.21
C  -10.55198  -26.13963  13.37954  -1.37
H  -10.91670  -25.31978  12.79686  0.22
H  -11.15077  -27.04975  13.21205  0.40
H  -10.52149  -25.89290  14.47271  0.34
H  -8.61302  -27.30520  13.29219  0.48
H  -9.19516  -26.57419  11.84838  0.16
H  -7.07556  -26.64179  13.92289  0.33
C  -6.83241  -27.17928  1.50983  0.29
O  -7.78715  -27.07674  0.37993  -0.53
O  -7.07092  -28.17090  2.28698  -0.71
C  -5.40297  -27.25196  0.83235  0.74
F  -5.12937  -28.29928  0.07655  -0.30
F  -5.29457  -26.20238  -0.10382  -0.35
F  -4.44973  -27.08554  1.68799  -0.24
C  -9.08759  -26.88967  1.00139  0.46
C  -9.66197  -28.27687  1.20878  -0.93
H  -10.76472  -28.16141  1.39916  0.27
H  -9.53735  -28.98593  0.34742  0.32
H  -9.07324  -28.69121  2.01806  0.05
H  -9.77101  -26.25661  0.38987  0.29
H  -8.95796  -26.34608  1.96812  -0.24
H  -6.88685  -26.12014  1.97054  -0.19
C  -14.62630  -22.13053  4.56809  1.05
O  -15.59323  -23.24875  4.87982  -0.53
O  -14.58986  -21.68694  3.32050  -0.82
C  -14.84030  -20.99633  5.65453  0.49
F  -14.35671  -19.82582  5.24047  -0.29
F  -16.08453  -20.67869  6.15914  -0.37
F  -14.13172  -21.40430  6.71963  -0.25
C  -14.91429  -24.40194  5.36704  0.42
C  -15.90765  -25.61725  5.31452  -1.53
H  -16.05953  -25.87915  4.24244  0.33
H  -15.54064  -26.53570  5.78063  0.36
H  -16.85481  -25.24880  5.69166  0.33
H  -14.63592  -24.38413  6.40145  0.16
H  -14.03416  -24.58622  4.74614  0.08
H  -13.60683  -22.45492  4.91116  -0.43
C  -9.46999  -24.07066  6.29872  -0.39
O  -10.27605  -25.07813  6.97916  -0.08
O  -8.21514  -24.40618  6.20083  0.48
C  -10.04630  -24.03261  4.88682  0.32
F  -11.35000  -23.60440  4.82895  -0.06
F  -9.36031  -23.08934  4.14354  -0.12
F  -9.98491  -25.18773  4.16935  -0.25
C  -11.28720  -24.74154  7.90167  0.56
C  -11.43370  -25.92211  8.86411  -1.45
H  -11.70825  -26.77541  8.31311  0.45
H  -10.53572  -26.10896  9.41219  0.14
H  -12.20998  -25.77403  9.63605  0.45
H  -12.22262  -24.47912  7.35468  -0.28
H  -11.00167  -23.87473  8.55690  0.12
H  -9.75040  -23.13737  6.86687  -0.27
C  -10.29798  -29.57453  10.22596  0.52
F  -10.33904  -28.51097  11.03447  -0.19
F  -11.57076  -30.02514  10.18604  -0.26
F  -10.06490  -29.11821  8.92286  -0.27
S  -8.98079  -30.79061  10.73430  1.15
O  -7.81863  -30.10195  10.23995  -0.73
O  -9.05706  -30.88703  12.16563  -0.65
O  -9.24721  -31.97915  9.98936  -0.71

Forces on the atoms, in the same order (eV/Å):
1.119 -0.538 1.043
0.782 2.047 -0.370
-1.543 -1.601 -0.527
-0.867 -0.393 -0.437
0.855 -0.964 -0.331
-0.256 0.844 -0.569
0.876 -0.465 0.530
-0.632 0.120 -0.015
-0.727 0.025 0.064
-0.136 0.285 -0.657
-0.190 -0.216 0.107
0.578 0.563 -0.680
0.943 -0.244 0.295
0.253 0.676 -0.233
-0.322 -0.565 -0.087
0.434 0.108 0.026
-0.170 -0.225 0.493
0.105 1.072 0.846
-0.192 -0.614 1.130
0.861 0.120 -0.619
-1.966 -0.333 -0.116
-0.847 -1.243 0.099
0.514 -1.916 -0.642
0.286 1.228 0.128
-0.032 0.282 0.197
-1.828 -0.553 -0.429
-2.630 -0.778 -1.622
1.445 -0.019 1.747
0.346 0.110 0.015
-0.024 0.435 0.102
0.343 0.168 -0.096
-0.297 -0.108 0.410
-0.219 -0.096 0.459
0.394 0.677 -0.164
-0.378 0.314 0.226
0.191 0.216 -0.338
0.036 -0.053 -0.266
1.030 1.557 -0.122
0.618 -0.432 -0.131
0.206 0.199 -0.145
0.203 -0.155 0.092
0.611 0.024 1.003
-0.529 -1.084 0.013
-0.938 0.239 1.713
-0.289 -2.603 -0.338
-0.714 1.154 -0.240
0.944 -0.882 -1.035
-0.654 0.313 0.954
-0.821 0.725 0.124
-0.518 1.099 -1.092
0.039 -0.099 0.229
0.473 -0.159 0.324
-0.612 0.680 0.153
-0.438 0.746 0.143
1.981 0.374 -0.574
0.148 0.279 -0.642
0.881 -0.384 -0.275
0.456 0.181 0.682
0.270 0.442 0.132
-0.383 -0.478 1.089
0.225 -0.969 -0.794
-0.491 -0.056 0.064
1.064 0.794 -0.552
-0.368 0.706 -0.428
-0.467 -1.228 0.131
-0.324 -0.184 -0.549
2.236 -1.227 -0.737
-0.255 1.497 -0.090
0.394 -1.092 3.246
1.868 -0.566 -2.726
-1.167 0.014 1.509
-0.772 1.307 0.019
0.275 -0.329 -0.098
0.436 0.181 0.565
-0.388 -0.027 -0.445
-0.513 0.128 0.326
1.130 0.026 -0.037
0.073 0.004 0.107
0.179 -0.020 0.000
-0.685 0.165 0.893
-0.088 -0.029 -1.270
0.118 -0.976 0.932
0.008 0.945 -0.278
-0.422 0.747 -2.111
-0.251 0.375 0.230
-0.621 -0.217 0.410
-0.599 0.058 -0.970
0.168 0.396 -0.148
0.542 -0.429 0.356
0.235 -0.088 0.309
-1.908 -0.205 -1.602
0.789 -1.864 -1.421
1.143 -0.097 1.025
0.310 0.133 0.501
-0.386 -0.754 0.109
0.950 1.824 -0.484
-1.110 -0.095 0.239
0.465 2.071 1.413
-0.082 0.610 0.137
-0.339 -0.321 0.305
-0.517 -0.012 0.172
0.313 -0.395 -0.131
-0.013 -0.320 0.235
-0.140 -0.270 -0.962
0.522 -0.151 0.222
-0.282 1.338 -0.747
-0.769 -2.532 0.068
-0.063 -0.887 0.260
-0.742 2.177 -0.333
0.885 -1.300 -0.775
0.486 -0.690 0.472
-0.105 -0.612 0.506
1.011 0.857 0.216
0.515 -1.044 1.466
-0.566 0.538 -0.154
-0.029 0.427 0.063
-0.358 -0.122 -1.076
-0.810 0.775 0.115
0.206 0.116 -0.807
0.551 1.124 0.275
0.273 0.263 -0.747
-0.467 1.036 0.673
0.551 -0.351 0.873
-2.647 1.802 -2.417
-0.023 -1.327 0.142
0.197 0.029 0.790
1.619 0.154 1.551
0.670 -0.285 -0.786
-1.407 -0.136 -0.230
0.848 -0.454 0.221
-0.021 1.033 0.457
-0.452 -0.359 0.211
0.728 -0.324 -0.079
-0.152 -0.444 -0.460
0.313 -0.641 -0.165
0.144 0.250 -0.500
1.248 0.927 0.119
-1.411 -0.527 1.154
-1.329 -1.006 0.422
0.531 0.385 0.318
0.531 -0.600 -0.729
0.251 0.405 0.719
-1.176 -1.399 -0.758
0.673 0.843 -1.931
-0.106 0.179 0.585
-0.033 0.394 0.368
-0.179 -0.315 0.343
0.496 0.849 0.781
0.083 -0.149 0.154
-0.447 -0.446 -0.115
-0.789 -0.481 0.729
0.317 -0.816 0.119
0.800 0.139 0.518
-0.686 1.046 -1.363
0.606 -0.443 0.275
-0.181 -0.519 0.110
0.050 0.780 0.866
0.015 0.682 0.643
-1.007 1.174 0.253
-0.192 -1.308 -0.611
0.839 -0.145 0.102
0.101 0.242 -0.435
0.380 -0.202 0.530
-0.183 -0.203 -0.907
0.344 0.042 -0.711
-0.967 0.521 -1.111
0.444 0.018 -0.209
0.554 -0.472 0.141
0.041 -0.384 1.382
-0.009 -0.243 0.427
0.942 1.032 -0.175
-0.449 0.228 0.022
-0.811 -0.797 -0.507

Electronic energy   -5348.97010 hartree
Orbital gap   7.068 eV
Net charge   -2
LUMO level   2.90 eV